(1)
Here is a molecular structure, C20H24BrN8V from the Open Molecules 2025 dataset. Energies are from the ωB97M-V functional and the def2-TZVPD basis.

Properties
Lowest unoccupied orbital energy (alpha / beta)   -2.52 / -2.65 eV
HOMO energy (alpha / beta)   -9.0 / -8.3 eV
Gap between HOMO and LUMO (alpha / beta)   6.529 / 5.610 eV

The geometry in ORCA input format:
```
! wB97M-V def2-TZVPD RIJCOSX def2/J DEFGRID3
* xyz 1 2
V 0.237 -0.049 0.510
Br 2.826 -0.365 -1.586
C 3.093 -2.089 -0.777
C 4.242 -2.761 -1.086
C 4.446 -4.054 -0.585
C 3.463 -4.660 0.145
C 2.264 -3.984 0.452
C 1.221 -4.633 1.140
C 0.050 -3.978 1.407
C -0.085 -2.625 1.064
C 0.917 -1.914 0.431
C 2.075 -2.629 0.038
H 4.980 -2.293 -1.719
H 5.370 -4.565 -0.806
H 3.573 -5.677 0.493
H 1.354 -5.664 1.434
H -0.762 -4.500 1.893
H -1.024 -2.116 1.318
C -3.279 3.408 0.517
N -3.543 2.090 -0.027
C -4.902 1.911 -0.495
C -2.617 1.112 0.150
N -1.560 1.217 0.868
N -2.837 -0.103 -0.514
C -1.905 -0.722 -1.327
N -2.418 -1.558 -2.274
N -0.651 -0.460 -1.233
H -3.894 4.135 -0.010
H -2.237 3.684 0.352
H -3.513 3.467 1.584
H -5.164 2.732 -1.165
H -5.598 1.917 0.350
H -5.047 0.988 -1.048
H -1.464 2.099 1.357
H -3.801 -0.327 -0.713
H -3.366 -1.884 -2.230
H -1.774 -2.143 -2.784
H -0.083 -0.926 -1.937
N 0.161 4.633 -3.346
C 0.589 4.184 -2.384
C 1.085 3.573 -1.207
C 1.925 4.245 -0.307
C 2.403 3.502 0.766
C 1.995 2.196 0.939
N 1.118 1.572 0.125
C 0.719 2.261 -0.954
H 2.210 5.272 -0.462
H 3.098 3.938 1.465
H 2.387 1.607 1.759
H 0.085 1.735 -1.658
N 0.855 -0.137 2.748
H 0.747 0.680 3.345
H 1.803 -0.488 2.874
H 0.231 -0.857 3.109
*
```

---

(2)
Here is 2 unconnected molecules or ions with the total composition C4H8BrClN from the Open Molecules 2025 dataset. Energies are from the ωB97M-V functional and the def2-TZVPD basis.

Properties
Lowest unoccupied orbital energy (alpha / beta)   -5.02 / -4.19 eV
HOMO energy (alpha / beta)   -12.6 / -13.2 eV
Energy above the lowest of the compared OMol25 structures with the same formula, charge and spin   455.3 kJ/mol
Gap between HOMO and LUMO (alpha / beta)   7.600 / 8.967 eV

The geometry in ORCA input format:
```
! wB97M-V def2-TZVPD RIJCOSX def2/J DEFGRID3
* xyz 1 1
C 1.641 -1.271 -0.396
C 2.540 -0.436 -0.018
C -1.515 0.008 -1.170
C -0.656 0.523 -0.018
N -1.156 0.459 1.395
Cl 4.277 -0.778 -0.049
Br 0.413 2.058 0.034
H 1.289 -2.098 -1.010
H 2.231 0.456 0.451
H -1.017 0.124 -2.044
H -1.900 -0.970 -1.045
H -2.345 0.696 -1.209
H -1.531 -0.487 1.664
H -1.989 1.020 1.424
H -0.283 0.696 1.990
*
```

---

(3)
Here is a molecular structure, H28Mg3O34S5 from the Open Molecules 2025 dataset. Energies are from the ωB97M-V functional and the def2-TZVPD basis.

Properties
Lowest unoccupied orbital energy   4.62 eV
HOMO energy   3.0 eV
Energy above the lowest of the compared OMol25 structures with the same formula, charge and spin   0.0 kJ/mol
Gap between HOMO and LUMO   1.649 eV

The geometry in ORCA input format:
```
! wB97M-V def2-TZVPD RIJCOSX def2/J DEFGRID3
* xyz -4 1
Mg -2.495 -1.211 1.933
Mg 0.861 2.381 1.340
Mg -1.796 0.661 -2.879
S -2.367 2.044 2.352
O -1.002 2.506 1.932
O -2.642 2.374 3.761
O -3.372 2.719 1.468
O -2.521 0.594 2.062
S -1.793 -1.680 5.128
O -1.525 -0.585 6.077
O -1.020 -2.949 5.381
O -3.175 -2.231 5.282
O -1.619 -1.308 3.674
S 4.176 2.379 0.863
O 2.679 2.128 0.737
O 4.498 3.329 1.985
O 4.930 1.126 1.171
O 4.739 2.936 -0.398
S -0.160 -0.445 -0.288
O 0.995 -1.342 -0.646
O 0.266 0.880 0.183
O -1.011 -0.371 -1.490
O -0.896 -1.192 0.758
S 1.109 4.841 -0.717
O 0.491 3.599 -0.061
O 2.202 5.423 0.100
O 1.574 4.474 -2.053
O 0.013 5.866 -0.818
O -0.494 2.139 -2.459
H 0.112 2.710 -2.991
H -0.305 2.409 -1.518
O 1.122 -3.799 -1.329
H 0.976 -2.892 -0.963
H 2.037 -4.027 -1.073
O -3.025 1.507 -1.357
H -2.681 1.554 -0.406
H -3.557 2.332 -1.466
O 3.889 -2.063 -0.867
H 4.387 -1.303 -1.255
H 2.937 -1.796 -0.904
O -3.667 -1.547 0.269
H -3.371 -2.130 -0.478
H -4.519 -1.173 -0.030
O -0.563 -0.114 -4.260
H -0.412 -0.356 -5.192
H 0.311 -0.273 -3.778
O 1.104 0.914 2.658
H 0.313 0.423 2.996
H 1.848 0.591 3.220
O 1.782 -0.482 -2.966
H 1.546 -0.754 -2.042
H 2.097 0.467 -2.873
O 2.658 -1.261 1.415
H 3.227 -0.437 1.410
H 1.857 -1.021 0.886
O -2.228 -3.253 1.960
H -2.180 -3.952 1.268
H -2.222 -3.752 2.820
O -1.578 -2.904 -1.717
H -1.416 -1.942 -1.719
H -0.681 -3.296 -1.594
O 2.648 1.913 -2.245
H 2.324 2.834 -2.497
H 2.683 1.910 -1.250
O 0.697 -3.431 1.560
H 0.581 -4.238 1.015
H 0.010 -2.808 1.234
O -2.988 -0.901 -3.238
H -2.824 -1.863 -3.069
H -3.576 -0.882 -4.011
*
```

---

(4)
Here is 2 unconnected molecules or ions with the total composition C3H10NO3S from the Open Molecules 2025 dataset. Energies are from the ωB97M-V functional and the def2-TZVPD basis.

Properties
Lowest unoccupied orbital energy   -3.39 eV
HOMO energy   -13.1 eV
Energy above the lowest of the compared OMol25 structures with the same formula, charge and spin   59.8 kJ/mol
Gap between HOMO and LUMO   9.675 eV

The geometry in ORCA input format:
```
! wB97M-V def2-TZVPD RIJCOSX def2/J DEFGRID3
* xyz 1 1
O -0.208 2.716 -0.310
C -0.293 1.729 0.378
O -0.902 1.734 1.551
C 0.283 0.391 -0.040
C -0.677 -0.793 -0.174
S -0.598 -1.830 1.326
N 1.014 0.668 -1.313
H -1.069 2.668 1.775
H 0.987 0.210 0.777
H -1.672 -0.399 -0.371
H -0.468 -1.497 -0.943
H -1.141 -1.014 2.243
H 1.986 0.371 -1.444
H 0.652 0.304 -2.203
H 1.024 1.694 -1.459
H 1.062 -2.912 -2.088
H 2.337 -2.276 -2.719
O 1.518 -2.082 -2.251
*
```